DFT (ωB97M-V/def2-TZVPD) results for C25H47GeIrN3O2SeSi3 as an isolated structure at a distorted geometry.

XYZ file:
```
83
Properties=species:S:1:pos:R:3:forces:R:3
Ir 0.1429 -0.0883 0.2024 -0.526 0.154 2.667
Se -0.4925 -0.2819 2.9302 2.006 -0.496 -0.530
Ge 0.1585 0.6291 5.9711 -0.012 -0.124 -0.205
Si 3.0813 -1.6038 0.8034 0.052 -0.160 -0.306
Si 2.1395 -0.2406 -1.9842 0.087 0.030 -0.399
Si 2.8335 1.5409 0.6150 -0.233 0.048 -0.200
O -1.9071 -0.2503 0.5547 -0.260 -0.003 -1.839
O -0.2626 -2.0939 0.4507 -0.167 -0.100 0.089
N 0.1765 1.9470 0.0654 0.016 0.123 -0.060
N -2.3777 -1.3832 0.0767 -0.271 -0.089 1.326
N -1.5547 -2.3208 0.1987 0.273 -0.258 -1.133
C -0.9727 2.6038 -0.1818 -0.052 -0.051 0.007
C -2.7295 -6.3172 -0.3204 0.000 0.028 -0.025
C 2.7674 -3.1867 -0.1327 0.155 -0.020 -0.033
C -1.0099 -4.6899 0.0949 0.145 0.083 0.047
C 0.9850 -1.5625 -2.6355 -0.091 -0.092 0.184
C -3.6757 -5.3026 -0.4189 0.009 -0.041 -0.056
C -1.0178 3.9775 -0.2586 0.027 0.071 -0.002
C -0.8714 1.0490 4.2381 -0.536 0.457 -0.112
C 2.1443 -0.1050 -0.0229 -0.707 -0.077 0.689
C 0.1488 4.7029 -0.0567 0.021 -0.017 0.006
C -1.9325 -1.5297 3.2017 -0.479 0.232 -0.362
C 1.5830 1.3577 -2.7795 -0.014 0.131 0.131
C 0.1589 -1.3000 6.2289 -0.066 0.004 0.074
C 2.4494 -1.9117 2.5334 -0.084 0.137 0.021
C 3.9034 -0.5882 -2.4776 0.068 -0.118 0.028
C 1.9530 1.3069 5.6756 0.040 0.019 0.170
C -3.3031 -3.9809 -0.2635 -0.050 0.228 -0.005
C 4.8944 -1.1751 0.8875 0.038 0.012 -0.088
C 1.3270 2.6271 0.2449 0.166 0.213 0.062
C 2.9603 1.6124 2.4715 0.132 -0.114 0.015
C -0.8284 1.5754 7.3425 -0.015 0.016 -0.023
C -1.4031 -6.0106 -0.0595 -0.001 -0.005 0.013
C 1.3240 4.0154 0.1980 -0.063 -0.043 -0.059
C 4.3301 2.2507 -0.2166 0.145 -0.034 -0.066
C -1.9680 -3.6957 -0.0074 0.093 -0.052 0.001
H 1.7038 -3.3093 -0.3320 0.029 -0.023 0.002
H -2.8577 -1.1401 2.7830 -0.027 -0.020 0.096
H -1.9433 1.0985 4.4314 -0.015 0.055 -0.143
H 0.1389 5.7843 -0.0949 -0.006 -0.007 -0.031
H 4.5620 3.2378 0.1918 -0.034 -0.018 0.023
H -3.0265 -7.3477 -0.4607 -0.016 0.010 0.050
H 5.2089 1.6243 -0.0506 -0.007 0.025 -0.005
H -1.8647 2.0042 -0.3029 0.036 -0.045 -0.044
H -4.7096 -5.5450 -0.6220 0.004 0.026 -0.016
H 3.3096 -3.2530 -1.0763 -0.038 -0.033 0.004
H 1.9437 2.2726 5.1718 0.008 -0.007 0.020
H 3.2091 2.6324 2.7763 -0.029 0.001 -0.032
H 4.1968 2.3615 -1.2938 -0.003 0.003 0.014
H -0.6708 -6.8014 0.0271 0.019 0.028 -0.030
H 5.3339 -1.0256 -0.0993 0.015 -0.004 0.028
H 2.5577 0.6039 5.1049 -0.007 0.015 0.008
H 0.5004 1.4928 -2.7132 0.018 0.004 -0.016
H 5.0860 -0.2801 1.4828 0.033 -0.034 0.015
H -0.3204 1.4136 8.2943 -0.025 0.021 0.005
H -1.9566 4.4669 -0.4752 -0.004 -0.012 0.027
H 1.2534 -2.5679 -2.3148 -0.013 0.018 0.003
H -1.8451 1.1938 7.4264 0.000 0.018 0.009
H 0.8658 -1.5349 7.0260 -0.001 -0.024 -0.021
H 1.8385 1.3127 -3.8417 0.003 -0.017 0.020
H 1.0336 -1.5363 -3.7279 -0.021 0.058 0.014
H -2.0185 -1.6651 4.2783 0.113 0.070 0.018
H -4.0201 -3.1783 -0.3594 -0.067 -0.065 0.056
H 0.0189 -4.4294 0.2921 -0.004 -0.085 0.018
H 3.7296 0.9552 2.8793 -0.022 0.017 0.018
H 3.0908 -4.0269 0.4886 0.012 0.022 -0.009
H 2.2535 4.5488 0.3513 -0.020 0.013 0.001
H 4.2128 -1.6029 -2.2280 0.014 0.019 -0.021
H 0.4738 -1.8396 5.3346 0.032 -0.006 0.022
H 2.0075 1.3481 2.9346 0.021 0.002 -0.016
H 2.4256 1.4437 6.6499 0.022 -0.011 -0.019
H 5.4331 -1.9988 1.3635 -0.028 0.005 0.003
H -0.5298 2.0232 3.8858 0.033 -0.029 -0.026
H -0.8603 2.6461 7.1461 -0.009 -0.002 0.011
H 1.4702 -2.3931 2.4921 0.030 -0.035 0.059
H -0.8204 -1.6592 6.5476 0.008 -0.018 -0.030
H -0.0629 -1.3929 -2.3600 -0.008 -0.004 -0.085
H 4.6113 0.1047 -2.0240 -0.020 0.031 -0.048
H -1.6570 -2.4655 2.7239 0.089 0.001 0.077
H 3.9692 -0.4774 -3.5640 -0.021 0.005 0.019
H 3.1378 -2.5931 3.0404 0.026 -0.007 -0.070
H 2.0555 2.2517 -2.3684 0.010 -0.004 -0.060
H 2.3657 -1.0099 3.1392 0.028 -0.051 0.052
```
Positions in Å, forces in eV/Å.

Calculated values
E_HOMO (spin up / spin down) ... -14.26 / -14.32 eV
<S²> ... 0.76
LUMO (spin up / spin down) ... -8.710 / -8.594 eV
2S+1 ... 2
Charge ... +2
Relative energy (zero: lowest compared OMol25 entry of this formula, charge and spin) ... 111.95 kJ/mol

The computed Löwdin charges, all in e, follow: atom 1 (Ir): 1.2680, atom 2 (Se): 1.0948, atom 3 (Ge): 0.7955, atom 4 (Si): 0.4345, atom 5 (Si): 0.4249, atom 6 (Si): 0.4747, atom 7 (O): -0.3654, atom 8 (O): -0.2790, atom 9 (N): -0.1410, atom 10 (N): 0.0544, atom 11 (N): -0.1877, atom 12 (C): -0.0972, atom 13 (C): -0.0399, atom 14 (C): -0.1601, atom 15 (C): 0.0001, atom 16 (C): -0.1623, atom 17 (C): -0.0418, atom 18 (C): -0.0134, atom 19 (C): -0.4984, atom 20 (C): -0.5786, atom 21 (C): -0.0084, atom 22 (C): -0.2673, atom 23 (C): -0.1660, atom 24 (C): -0.2116, atom 25 (C): -0.1913, atom 26 (C): -0.1402, atom 27 (C): -0.2052, atom 28 (C): -0.0039, atom 29 (C): -0.1533, atom 30 (C): -0.2912, atom 31 (C): -0.1618, atom 32 (C): -0.1958, atom 33 (C): -0.0411, atom 34 (C): -0.0258, atom 35 (C): -0.1423, atom 36 (C): -0.1661, atom 37 (H): -0.0069, atom 38 (H): 0.0542, atom 39 (H): 0.0394, atom 40 (H): 0.1284, atom 41 (H): 0.0516, atom 42 (H): 0.1213, atom 43 (H): 0.0421, atom 44 (H): 0.1112, atom 45 (H): 0.1212, atom 46 (H): 0.0369, atom 47 (H): 0.0262, atom 48 (H): 0.0622, atom 49 (H): 0.0393, atom 50 (H): 0.1201, atom 51 (H): 0.0323, atom 52 (H): 0.0121, atom 53 (H): 0.0361, atom 54 (H): 0.0252, atom 55 (H): 0.0391, atom 56 (H): 0.1261, atom 57 (H): 0.0280, atom 58 (H): 0.0335, atom 59 (H): 0.0389, atom 60 (H): 0.0568, atom 61 (H): 0.0590, atom 62 (H): 0.0505, atom 63 (H): 0.1177, atom 64 (H): 0.0986, atom 65 (H): 0.0436, atom 66 (H): 0.0570, atom 67 (H): 0.1207, atom 68 (H): 0.0333, atom 69 (H): 0.0065, atom 70 (H): -0.0058, atom 71 (H): 0.0406, atom 72 (H): 0.0562, atom 73 (H): 0.0325, atom 74 (H): 0.0348, atom 75 (H): 0.0089, atom 76 (H): 0.0319, atom 77 (H): 0.0238, atom 78 (H): 0.0288, atom 79 (H): 0.0395, atom 80 (H): 0.0607, atom 81 (H): 0.0593, atom 82 (H): 0.0273, atom 83 (H): -0.0114